A 8-piece molecular cluster, C48H108N4O8 overall. Source: OMol25; level of theory: ωB97M-V/def2-TZVPD.

## Properties
Frontier orbital gap ... 8.37 eV
E_LUMO ... 0.36 eV
HOMO ... -8.014 eV
Spin multiplicity ... 1
Relative energy (zero: lowest compared OMol25 entry of this formula, charge and spin) ... 4.017 eV
Structure (SMILES) ... CC1(C)CCCC(C)(C)N1O.CC1(C)CCCC(C)(C)N1O.CC1(C)CCCC(C)(C)N1O.CC1(C)CCCC(C)(C)N1O.CC(C)O.CC(C)O.CC(C)O.CC(C)O

Bonds (Å) are listed after each position.
CARTESIAN COORDINATES (ANGSTROEM)
1 C -5.368 -0.168 5.657  H20 1.092, C52 1.532, H57 1.091, C87 1.543
2 H -6.639 3.802 3.064  C115 1.089
3 H 6.186 2.735 8.261  C129 1.098
4 H 4.899 0.757 0.193  C22 1.098
5 C -1.540 -0.521 -0.991  C38 1.508, C69 1.554, C89 1.523, N91 1.480
6 H -4.024 -6.644 -5.529  C154 1.093
7 H 3.742 0.119 4.052  C31 1.091
8 H 2.258 4.333 -3.032  C85 1.096
9 H 0.976 -0.141 -2.372  C156 1.092
10 C 1.238 0.450 -0.231  H96 1.089, C130 1.523, H149 1.094, C156 1.562
11 H -2.614 -2.339 -1.102  C69 1.088
12 O 3.073 1.671 -2.993  C92 1.443, H116 0.964
13 H -5.998 0.094 1.676  O74 0.963
14 H 5.127 0.678 4.929  C31 1.098
15 C -3.327 -0.525 4.258  C52 1.567, H95 1.092, H124 1.088, H165 1.085
16 H -0.650 -7.318 -2.083  C76 1.092
17 H 6.353 -2.059 -1.341  O30 0.960
18 O -5.517 5.032 -4.150  H43 0.957, C60 1.419
19 H -6.523 -1.712 3.826  C128 1.090
20 H -6.433 -0.359 5.809  C1 1.092
21 H -7.532 2.296 2.781  C115 1.094
22 C 5.149 -0.113 -0.428  H4 1.098, H27 1.093, C112 1.528, H140 1.089
23 O -0.202 -5.885 -5.988  H63 0.977, N158 1.399
24 H 1.703 3.171 4.253  C42 1.087
25 C 1.036 -2.107 -6.577  C78 1.525, H99 1.094, H101 1.092, H126 1.098
26 C -1.890 -5.575 -2.180  H51 1.091, C76 1.519, C93 1.523, H103 1.094
27 H 4.347 -0.825 -0.218  C22 1.093
28 H 4.950 1.631 8.605  C129 1.091
29 H -3.972 2.373 -2.877  C150 1.090
30 O 7.034 -1.442 -1.062  H17 0.960, C112 1.421
31 C 4.029 0.691 4.936  H7 1.091, H14 1.098, H33 1.093, C125 1.518
32 H -1.707 -3.616 -4.875  C134 1.099
33 H 3.824 0.072 5.814  C31 1.093
34 H -0.205 -1.799 -0.110  C89 1.105
35 H -4.840 3.019 -5.578  C127 1.089
36 O -2.351 1.209 0.472  H54 0.965, N91 1.403
37 C 5.155 4.163 6.264  C67 1.543, C71 1.541, H104 1.092, H168 1.093
38 C -1.964 0.077 -2.309  C5 1.508, H48 1.098, H58 1.090, H61 1.097
39 N -5.466 0.605 3.364  C52 1.456, O74 1.424, C121 1.449
40 H -6.936 1.989 5.212  C161 1.097
41 C 3.837 4.091 8.319  H47 1.090, H49 1.091, C71 1.519, H153 1.098
42 C 2.116 2.168 4.323  H24 1.087, C125 1.554, H138 1.086, H139 1.095
43 H -4.617 5.255 -4.386  O18 0.957
44 H -3.361 2.257 4.003  C102 1.091
45 H -6.300 3.408 -2.921  C60 1.088
46 H 5.840 1.574 7.004  C129 1.086
47 H 3.026 4.737 7.983  C41 1.090
48 H -1.229 0.688 -2.850  C38 1.098
49 H 4.608 4.623 8.877  C41 1.091
50 C 4.199 3.061 -4.713  H55 1.087, C92 1.524, H114 1.088, H122 1.093
51 H -2.330 -5.834 -1.215  C26 1.091
52 C -4.890 -0.419 4.224  C1 1.532, C15 1.567, N39 1.456, C128 1.531
53 H -2.668 -6.588 -6.646  C154 1.094
54 H -2.882 0.622 1.023  O36 0.965
55 H 5.052 3.729 -4.804  C50 1.087
56 H 1.916 -7.064 -2.854  C166 1.098
57 H -4.819 -0.838 6.319  C1 1.091
58 H -2.837 0.730 -2.303  C38 1.090
59 H 3.090 3.981 -1.483  C85 1.087
60 C -5.535 3.711 -3.633  O18 1.419, H45 1.088, C127 1.568, C150 1.533
61 H -2.126 -0.695 -3.071  C38 1.097
62 H 2.353 -0.982 -8.408  O118 0.967
63 H -0.189 -4.930 -6.192  O23 0.977
64 H -3.388 3.821 -3.682  C150 1.093
65 C 2.372 -0.173 -5.873  C78 1.520, H110 1.094, H131 1.092, H144 1.094
66 H -1.097 2.832 -1.059  C100 1.093
67 C 5.680 3.535 4.956  C37 1.543, H70 1.095, H152 1.087, C163 1.509
68 H -6.637 3.115 -5.312  C127 1.091
69 C -2.711 -1.425 -0.519  C5 1.554, H11 1.088, H83 1.089, H141 1.091
70 H 6.319 2.686 5.220  C67 1.095
71 C 4.379 3.217 7.201  C37 1.541, C41 1.519, N119 1.460, C129 1.536
72 H -4.040 3.911 -2.032  C150 1.092
73 H -3.025 -7.137 -3.201  C93 1.085
74 O -5.139 0.393 1.994  H13 0.963, N39 1.424
75 H 0.235 -3.729 -3.651  C151 1.093
76 C -0.541 -6.257 -2.319  H16 1.092, C26 1.519, H123 1.097, C142 1.530
77 H -5.029 -2.585 4.405  C128 1.091
78 C 2.444 -1.523 -6.569  C25 1.525, C65 1.520, O118 1.412, H159 1.093
79 H -5.719 3.263 5.488  C161 1.088
80 O 2.406 1.816 7.124  N119 1.400, H143 0.964
81 H 0.980 -8.093 -3.734  C166 1.092
82 H -5.694 1.726 -4.764  C127 1.092
83 H -3.609 -0.832 -0.684  C69 1.089
84 C -2.199 -5.754 -4.674  C93 1.555, C134 1.538, C154 1.527, N158 1.462
85 C 3.197 4.016 -2.563  H8 1.096, H59 1.087, C92 1.506, H148 1.099
86 H 0.116 2.149 -2.044  C100 1.095
87 C -5.089 1.281 6.108  C1 1.543, H97 1.087, C161 1.548, H164 1.091
88 H -3.846 2.605 2.376  C102 1.092
89 C -0.258 -1.336 -1.112  C5 1.523, H34 1.105, H94 1.098, C156 1.524
90 H -3.675 -5.405 -3.221  C93 1.093
91 N -1.237 0.449 0.085  C5 1.480, O36 1.403, C130 1.470
92 C 3.867 2.849 -3.240  O12 1.443, C50 1.524, C85 1.506, H167 1.102
93 C -2.814 -6.076 -3.282  C26 1.523, H73 1.085, C84 1.555, H90 1.093
94 H -0.289 -2.303 -1.630  C89 1.098
95 H -2.905 0.277 3.649  C15 1.092
96 H 2.106 1.072 -0.445  C10 1.089
97 H -5.406 1.313 7.148  C87 1.087
98 H 7.572 -1.650 1.609  C146 1.089
99 H 0.663 -2.296 -5.566  C25 1.094
100 C -0.084 2.423 -1.004  H66 1.093, H86 1.095, H117 1.090, C130 1.541
101 H 0.906 -2.977 -7.225  C25 1.092
102 C -4.157 2.720 3.417  H44 1.091, H88 1.092, C121 1.542, H147 1.090
103 H -1.684 -4.505 -2.284  C26 1.094
104 H 4.542 5.025 5.993  C37 1.092
105 H 5.781 -1.718 1.480  C146 1.093
106 H 7.174 0.363 -0.211  C112 1.094
107 H 4.776 2.434 3.335  C163 1.099
108 H -2.323 -4.280 -6.252  C134 1.095
109 H 1.830 -1.347 -1.375  C156 1.090
110 H 3.283 0.361 -6.156  C65 1.094
111 C 0.180 1.888 1.411  C130 1.538, H133 1.090, H135 1.088, H137 1.092
112 C 6.572 -0.539 -0.067  C22 1.528, O30 1.421, H106 1.094, C146 1.521
113 H -3.459 -3.927 -4.887  C134 1.087
114 H 4.395 2.113 -5.209  C50 1.088
115 C -6.536 2.747 2.811  H2 1.089, H21 1.094, C121 1.542, H157 1.094
116 H 3.473 0.985 -3.540  O12 0.964
117 H 0.649 3.192 -0.761  C100 1.090
118 O 2.959 -1.522 -7.884  H62 0.967, C78 1.412
119 N 3.339 2.573 6.404  C71 1.460, O80 1.400, C125 1.475
120 H -2.731 -7.776 -5.381  C154 1.092
121 C -5.502 2.016 3.690  N39 1.449, C102 1.542, C115 1.542, C161 1.538
122 H 3.288 3.493 -5.136  C50 1.093
123 H 0.120 -5.801 -1.573  C76 1.097
124 H -3.041 -1.438 3.740  C15 1.088
125 C 3.508 2.115 5.012  C31 1.518, C42 1.554, N119 1.475, C163 1.536
126 H 0.301 -1.390 -6.965  C25 1.098
127 C -5.672 2.808 -4.908  H35 1.089, C60 1.568, H68 1.091, H82 1.092
128 C -5.435 -1.782 3.788  H19 1.090, C52 1.531, H77 1.091, H162 1.093
129 C 5.371 2.189 7.766  H3 1.098, H28 1.091, H46 1.086, C71 1.536
130 C -0.020 1.271 0.018  C10 1.523, N91 1.470, C100 1.541, C111 1.538
131 H 2.334 -0.189 -4.781  C65 1.092
132 H 1.494 -4.449 -4.510  C151 1.094
133 H 1.130 2.418 1.478  C111 1.090
134 C -2.490 -4.328 -5.171  H32 1.099, C84 1.538, H108 1.095, H113 1.087
135 H -0.643 2.549 1.677  C111 1.088
136 H 6.657 -0.288 2.078  C146 1.094
137 H 0.283 1.019 2.063  C111 1.092
138 H 2.066 1.570 3.417  C42 1.086
139 H 1.515 1.562 5.009  C42 1.095
140 H 5.109 0.257 -1.451  C22 1.089
141 H -2.652 -1.638 0.550  C69 1.091
142 C 0.193 -5.992 -3.635  C76 1.530, C151 1.551, N158 1.449, C166 1.539
143 H 1.619 2.373 7.155  O80 0.964
144 H 1.497 0.446 -6.093  C65 1.094
145 H 1.945 -6.819 -4.612  C166 1.088
146 C 6.672 -1.099 1.344  H98 1.089, H105 1.093, C112 1.521, H136 1.094
147 H -4.192 3.785 3.646  C102 1.090
148 H 3.784 4.921 -2.776  C85 1.099
149 H 1.482 -0.166 0.640  C10 1.094
150 C -4.161 3.439 -3.009  H29 1.090, C60 1.533, H64 1.093, H72 1.092
151 C 0.887 -4.605 -3.613  H75 1.093, H132 1.094, C142 1.551, H160 1.091
152 H 6.273 4.258 4.401  C67 1.087
153 H 3.416 3.495 9.140  C41 1.098
154 C -2.936 -6.724 -5.594  H6 1.093, H53 1.094, C84 1.527, H120 1.092
155 H 3.974 3.834 3.692  C163 1.097
156 C 1.044 -0.591 -1.379  H9 1.092, C10 1.562, C89 1.524, H109 1.090
157 H -6.221 2.691 1.765  C115 1.094
158 N -0.768 -6.047 -4.719  O23 1.399, C84 1.462, C142 1.449
159 H 3.078 -2.147 -5.935  C78 1.093
160 H 1.534 -4.604 -2.735  C151 1.091
161 C -5.867 2.233 5.169  H40 1.097, H79 1.088, C87 1.548, C121 1.538
162 H -5.066 -2.068 2.800  C128 1.093
163 C 4.472 3.011 4.220  C67 1.509, H107 1.099, C125 1.536, H155 1.097
164 H -4.075 1.639 5.921  C87 1.091
165 H -2.945 -0.436 5.269  C15 1.085
166 C 1.303 -7.050 -3.764  H56 1.098, H81 1.092, C142 1.539, H145 1.088
167 H 4.778 2.655 -2.652  C92 1.102
168 H 6.056 4.522 6.768  C37 1.093

Löwdin atomic charge list, values in e, 6 entries: atom 1 (C): -0.1460, atom 2 (H): 0.0863, atom 3 (H): 0.0845, atom 4 (H): 0.0813, atom 5 (C): -0.5022, atom 6 (H): 0.0879